Here is an isolated molecule of C6H7ClO from the OMol25 dataset. Energies are from the ωB97M-V functional and the def2-TZVPD basis.

E_LUMO (eV): 0.895
Orbital gap (eV): 10.363
HOMO level (Ha): -0.3479

Last column: natural (NBO) charge in e.
Geometry (Å):
C -1.48 -1.21 0.83  -0.66
C -0.56 -0.25 0.20  0.04
C -0.77 0.79 -0.62  -0.22
C 0.45 1.52 -1.00  0.02
O 1.19 1.98 0.11  -0.47
C 1.54 0.66 -0.43  0.03
C 0.96 -0.42 0.42  -0.22
Cl 1.52 -2.03 -0.23  -0.09
H -2.53 -0.99 0.50  0.22
H -1.25 -2.25 0.53  0.24
H -1.44 -1.19 1.96  0.23
H -1.78 1.07 -0.91  0.22
H 0.38 2.09 -1.95  0.21
H 2.49 0.59 -0.88  0.21
H 1.28 -0.37 1.46  0.24

Here is a cluster of 8 separate species, C27H41Cl9O11 in total from the OMol25 dataset. Energies are from the ωB97M-V functional and the def2-TZVPD basis.

E_LUMO (spin up / spin down) (eV): 0.721 / 0.721
Orbital gap (spin up / spin down) (eV): 3.107 / 5.448
<S²>: 0.770
Spin multiplicity: 2
Total charge: -1
HOMO level (spin up / spin down) (Ha): -0.0877 / -0.1737

Last column: Löwdin charge in e.
Geometry (Å):
C -23.05 -11.40 -14.39  0.02
C -24.28 -10.95 -14.34  -0.28
C -25.49 -11.84 -14.64  -0.40
O -26.66 -11.51 -14.57  -0.03
C -25.13 -13.12 -15.14  0.00
C -23.84 -13.60 -15.18  -0.26
C -22.64 -12.79 -14.76  -0.40
O -21.49 -13.13 -14.64  0.01
O -23.72 -14.87 -15.61  0.02
O -24.60 -9.69 -13.98  0.04
H -22.25 -10.75 -14.06  0.11
H -25.88 -13.79 -15.54  0.09
H -22.84 -14.97 -15.99  0.02
H -25.56 -9.69 -13.97  0.08
C -30.89 -9.68 -16.24  0.07
C -29.62 -10.13 -16.16  -0.21
C -28.98 -10.94 -17.29  -0.29
O -27.82 -11.32 -17.31  0.11
C -29.90 -11.21 -18.38  0.05
C -31.15 -10.70 -18.48  -0.25
C -31.81 -9.89 -17.40  -0.32
O -32.92 -9.42 -17.48  0.10
O -31.98 -11.06 -19.46  0.10
O -28.81 -9.94 -15.10  0.10
H -31.28 -9.15 -15.38  0.12
H -29.56 -11.91 -19.13  0.08
H -32.83 -10.65 -19.26  0.10
H -28.10 -10.57 -15.22  0.05
C -25.66 -12.70 -19.48  -1.53
Cl -25.12 -13.28 -21.11  0.49
Cl -24.56 -11.46 -18.88  0.59
Cl -25.80 -14.04 -18.44  0.68
H -26.61 -12.18 -19.53  -0.04
C -26.91 -16.90 -20.31  -1.57
Cl -26.09 -18.37 -20.67  0.55
Cl -28.41 -17.28 -19.38  0.50
Cl -27.25 -16.09 -21.83  0.50
H -26.21 -16.29 -19.74  -0.04
C -28.42 -12.57 -23.36  -1.49
Cl -30.03 -12.83 -24.03  0.51
Cl -28.66 -12.30 -21.58  0.53
Cl -27.57 -11.28 -24.23  0.53
H -27.89 -13.51 -23.52  -0.01
C -26.98 -7.26 -16.35  -0.05
C -26.67 -8.03 -17.65  -0.28
O -27.87 -8.07 -18.40  -0.19
C -27.75 -8.63 -19.72  -0.23
C -29.18 -8.48 -20.17  -0.07
H -26.89 -6.24 -16.71  0.06
H -27.98 -7.44 -15.95  0.07
H -26.13 -7.25 -15.66  0.07
H -25.84 -7.54 -18.16  0.11
H -26.36 -9.05 -17.43  0.09
H -27.00 -8.10 -20.31  0.12
H -27.46 -9.68 -19.65  0.09
H -29.39 -7.60 -20.79  0.07
H -29.87 -8.36 -19.34  0.07
H -29.44 -9.39 -20.72  0.05
C -17.80 -14.92 -20.32  -0.06
C -18.36 -13.59 -20.82  -0.30
O -19.69 -13.75 -21.24  -0.18
C -20.20 -12.69 -22.10  -0.25
C -21.64 -12.97 -22.49  -0.08
H -18.12 -15.09 -19.29  0.06
H -18.00 -15.74 -21.01  0.08
H -16.72 -14.80 -20.23  0.07
H -18.35 -12.77 -20.11  0.12
H -17.79 -13.34 -21.72  0.11
H -20.14 -11.78 -21.50  0.11
H -19.59 -12.46 -22.97  0.11
H -22.30 -13.15 -21.64  0.02
H -21.84 -13.70 -23.26  0.08
H -21.95 -12.02 -22.94  0.07
C -20.93 -16.41 -14.52  -0.08
C -20.50 -16.23 -15.95  -0.22
O -21.44 -15.34 -16.60  -0.20
C -21.13 -15.09 -17.94  -0.26
C -22.07 -13.98 -18.42  -0.07
H -20.13 -16.74 -13.87  0.07
H -21.20 -15.47 -14.03  0.06
H -21.86 -16.95 -14.39  0.08
H -19.50 -15.83 -16.12  0.12
H -20.53 -17.22 -16.40  0.11
H -20.19 -14.54 -18.01  0.10
H -21.07 -15.95 -18.61  0.13
H -22.01 -13.12 -17.76  0.08
H -23.10 -14.35 -18.45  0.03
H -21.80 -13.69 -19.43  0.05

For the records above, the corresponding electronic energy values read -768.197457; -6022.711244 Ha.